A | Formula: H3N3O2
Source: the OMol25 dataset
Level of theory: ωB97M-V with the def2-TZVPD basis set

Each line ends with the Mulliken charge.
Atoms and positions in Å:
N (1.13752, 0.28563, 0.06335)  0.557
N (-0.71169, -0.53731, -0.03352)  -0.068
N (0.63568, 1.35603, 0.00339)  -0.202
O (2.00657, -0.50370, -0.01384)  -0.589
O (-1.38450, 0.51345, 0.04611)  -0.490
H (-0.68284, -1.10218, 0.80354)  0.268
H (-0.65129, -1.06556, -0.89254)  0.270
H (0.79816, 2.31627, -0.25483)  0.254

Summary:
- Multiplicity: 1
- Gap between HOMO and LUMO (alpha / beta): 8.66 / 8.66 eV
- Highest occupied orbital energy (alpha / beta): -8.1 / -8.1 eV
- Net charge: 0

=====

B | Formula: H3N3O2
Source: the OMol25 dataset
Level of theory: ωB97M-V with the def2-TZVPD basis set

Each line ends with the Mulliken charge.
Atoms and positions in Å:
N (0.20744, -0.08391, -0.32721)  -0.564
N (0.07603, 0.58391, 0.93860)  0.397
N (1.28925, 1.16187, 0.23523)  0.091
O (0.34292, -0.08638, 1.97490)  -0.470
O (1.23876, 2.36320, 0.05355)  -0.490
H (1.23399, -0.49782, 1.92859)  0.434
H (-0.38093, 0.47811, -0.95963)  0.261
H (-0.96013, 0.96161, 1.01521)  0.341

Summary:
- SMILES string: [O-]N1N[N@H+]1O
- Multiplicity: 1
- Gap between HOMO and LUMO (alpha / beta): 9.51 / 9.51 eV
- Highest occupied orbital energy (alpha / beta): -8.9 / -8.9 eV
- Net charge: 0

=====

Tell me which of them is the least stable. Sure, it is B.